[1]
Formula: C21H26N2O7
Source: the OMol25 dataset
Level of theory: the ωB97M-V functional and the def2-TZVPD basis

- HOMO level: -8.4 eV
- 2S+1: 1
- ΔE to the lowest compared entry with this formula, charge and spin: 0.000 eV
- Frontier orbital gap: 8.834 eV

Atoms and positions in Å:
O: -3.271 -0.227 0.385
O: -3.079 -1.804 1.972
O: -4.291 -1.675 -2.971
O: -0.675 -1.806 -0.255
O: 3.531 -1.038 3.058
O: 3.766 0.721 1.681
O: -1.463 2.317 0.176
N: -2.609 -1.942 -1.450
N: -0.568 -0.447 2.317
C: 1.601 -0.028 2.137
C: 0.096 0.194 -2.378
C: 1.515 2.100 0.663
C: 0.637 -0.894 2.673
C: -0.774 -1.052 -2.587
C: 5.179 0.656 1.847
C: -1.273 -1.631 -1.285
C: -2.053 -0.765 -3.384
C: 5.628 1.375 3.112
C: -2.380 0.735 -3.354
C: -1.557 1.372 0.943
C: 3.036 -0.186 2.355
C: -1.262 1.546 -4.015
C: -2.974 0.845 1.278
C: -3.237 -1.476 0.822
C: -0.450 0.674 1.518
C: 0.818 -2.117 3.483
C: -3.146 -1.505 -2.648
C: 0.130 0.991 -3.677
C: 0.916 0.962 1.401
C: -3.402 -2.436 -0.348
H: 5.213 0.879 3.985
H: 1.099 -0.112 -2.081
H: 5.485 -0.395 1.885
H: -3.328 0.910 -3.864
H: -1.399 1.548 -5.098
H: 1.166 -2.927 2.842
H: 5.290 2.409 3.098
H: -3.692 1.637 1.053
H: -3.073 0.520 2.316
H: -1.998 -1.099 -4.423
H: 0.738 2.739 0.258
H: -1.344 2.577 -3.670
H: 5.593 1.133 0.956
H: 2.158 2.676 1.326
H: 0.843 1.809 -3.588
H: -0.121 -2.414 3.945
H: 2.140 1.729 -0.148
H: -3.074 -3.432 -0.040
H: 1.582 -1.957 4.240
H: -0.308 0.814 -1.578
H: -4.444 -2.465 -0.681
H: -1.425 -0.957 2.500
H: 0.477 0.337 -4.480
H: 6.712 1.356 3.178
H: -2.498 1.049 -2.316
H: -0.177 -1.823 -3.086

These are the Mulliken partial charges, in e, on atoms 1 to 5: number 1, O, carries -0.27; number 2, O, carries -0.73; number 3, O, carries -0.66; number 4, O, carries -0.61; number 5, O, carries -0.67


[2]
Formula: C21H26N3O
Source: the OMol25 dataset
Level of theory: the ωB97M-V functional and the def2-TZVPD basis

- HOMO level: -11.7 eV
- 2S+1: 1
- ΔE to the lowest compared entry with this formula, charge and spin: 0.911 eV
- Frontier orbital gap: 6.952 eV
- Net charge: +1

Atoms and positions in Å:
O: -0.414 -5.836 0.144
N: -1.001 1.034 2.583
N: -0.308 -3.212 -0.508
N: -1.421 -3.817 0.140
C: 2.106 -0.334 -3.588
C: 2.238 0.542 1.182
C: -3.300 -0.315 0.282
C: 3.072 0.630 2.309
C: 4.355 0.586 -4.215
C: 1.775 1.657 -1.650
C: 3.095 0.647 -3.419
C: -1.443 0.885 1.328
C: 0.385 0.969 2.639
C: -1.365 -5.145 0.479
C: -2.918 0.965 1.016
C: 0.867 0.742 1.337
C: 0.963 -0.327 -2.809
C: 2.888 1.675 -2.485
C: 1.161 0.958 3.780
C: -0.342 0.514 -0.913
C: 0.811 0.614 -1.758
C: -3.774 1.074 2.286
C: 2.540 0.804 3.606
C: -0.322 0.700 0.464
C: -3.154 2.190 0.133
H: -3.583 1.996 2.848
H: -3.106 -1.184 0.927
H: -4.828 1.095 1.984
H: 0.167 -1.060 -2.980
H: 2.658 0.310 0.202
H: -4.367 -0.293 0.025
H: -4.216 2.253 -0.141
H: 5.230 0.397 -3.581
H: 3.623 2.483 -2.393
H: 3.198 0.809 4.475
H: -2.548 2.138 -0.781
H: -2.879 3.106 0.674
H: 0.677 1.055 4.757
H: -2.723 -0.443 -0.638
H: 4.282 -0.225 -4.944
H: -0.338 -3.508 -1.487
H: 4.156 0.544 2.191
H: 2.262 -1.112 -4.342
H: -1.287 0.347 -1.418
H: -2.277 -5.464 1.034
H: -3.646 0.203 2.942
H: 1.615 2.456 -0.918
H: 4.530 1.526 -4.748
H: -2.063 -3.189 0.628
H: -1.578 1.156 3.408
H: 0.548 -3.597 -0.091

These are the Mulliken partial charges, in e, on atoms 1 to 5: number 1, O, carries -0.54; number 2, N, carries 0.11; number 3, N, carries -0.40; number 4, N, carries -0.06; number 5, C, carries -0.85


[3]
Formula: C21H26N3PPdS4
Source: the OMol25 dataset
Level of theory: the ωB97M-V functional and the def2-TZVPD basis

- HOMO level (spin up / spin down): -6.8 / -6.7 eV
- 2S+1: 5
- Frontier orbital gap (spin up / spin down): 7.087 / 5.811 eV

Atoms and positions in Å:
Pd: -0.204 0.436 0.467
S: -1.499 6.667 -0.376
S: -0.996 3.278 -1.083
S: -1.596 6.194 1.445
S: -1.139 2.531 0.743
P: 1.910 1.370 0.360
N: 0.491 -1.508 0.044
N: -1.805 -0.492 1.203
N: 1.606 -5.423 -0.798
C: -3.398 -2.216 1.358
C: 2.050 5.439 0.462
C: -4.269 -3.105 0.767
C: 0.885 -3.746 0.772
C: 1.985 4.108 0.838
C: 2.152 3.100 -0.109
C: 0.517 -2.440 1.002
C: 1.226 -4.145 -0.525
C: -2.250 -0.278 -1.781
C: -3.789 -2.187 -1.405
C: -4.470 -3.103 -0.609
C: -2.895 -1.277 -0.871
C: 2.380 3.446 -1.437
C: 2.637 1.266 2.030
C: 2.453 4.779 -1.811
C: 1.180 -3.168 -1.527
C: 0.812 -1.885 -1.199
C: 2.284 5.777 -0.863
C: -2.653 -1.273 0.553
C: 3.140 0.463 -0.638
C: -3.187 -2.230 2.842
H: 2.625 5.038 -2.848
H: 1.773 3.859 1.870
H: 3.140 -0.577 -0.309
H: -5.163 -3.801 -1.060
H: 1.419 -3.410 -2.554
H: 2.877 0.482 -1.694
H: 1.901 6.215 1.201
H: 2.479 2.678 -2.193
H: -4.811 -3.808 1.390
H: -2.599 0.735 -1.571
H: -3.963 -2.816 3.333
H: 0.197 -2.109 1.982
H: 1.670 -5.727 -1.753
H: -2.219 -2.668 3.097
H: 2.821 0.215 2.256
H: -3.968 -2.176 -2.474
H: 1.931 1.646 2.769
H: 0.886 -4.453 1.590
H: 1.466 -6.138 -0.108
H: 0.760 -1.115 -1.958
H: -1.161 -0.236 -1.666
H: -3.179 -1.217 3.242
H: -2.475 -0.511 -2.821
H: 2.324 6.817 -1.158
H: 3.574 1.819 2.096
H: 4.140 0.881 -0.513

These are the Mulliken partial charges, in e, on atoms 1 to 5: number 1, Pd, carries 0.09; number 2, S, carries 0.01; number 3, S, carries -0.23; number 4, S, carries -0.04; number 5, S, carries 0.00


[4]
Formula: C21H26N4O4
Source: the OMol25 dataset
Level of theory: the ωB97M-V functional and the def2-TZVPD basis

- HOMO level: -8.1 eV
- 2S+1: 1
- ΔE to the lowest compared entry with this formula, charge and spin: 2.347 eV
- Frontier orbital gap: 8.011 eV

Atoms and positions in Å:
O: 2.931 -4.657 6.892
O: -1.012 3.782 -3.433
O: 0.428 2.107 -2.848
O: -2.028 0.032 -3.039
N: 0.865 -3.760 1.865
N: -1.518 2.417 -1.761
N: -0.512 -1.280 -0.213
N: -1.026 -1.180 -1.442
C: 1.152 4.744 -4.033
C: 1.058 -1.630 3.666
C: 1.793 -5.261 3.447
C: -2.561 1.251 -0.028
C: 2.431 -4.485 5.640
C: -1.385 1.190 -1.007
C: -0.209 4.262 -4.536
C: -2.838 3.005 -1.637
C: 3.363 -5.937 7.289
C: 0.549 -1.443 2.416
C: -1.516 -0.008 -1.946
C: 2.309 -5.518 4.686
C: -3.634 1.962 -0.852
C: 2.024 -3.206 5.316
C: -0.074 -2.403 0.199
C: 1.492 -2.920 4.054
C: -0.612 2.715 -2.721
C: -1.017 5.433 -5.099
C: -0.049 3.166 -5.589
C: 1.369 -3.965 3.092
C: 0.468 -2.551 1.533
H: 3.714 -5.821 8.313
H: -0.089 -3.307 -0.417
H: 1.019 5.502 -3.264
H: -1.991 5.086 -5.433
H: 2.122 -2.424 6.053
H: -3.262 3.207 -2.621
H: 1.717 5.171 -4.857
H: 0.470 3.563 -6.458
H: -4.409 2.411 -0.235
H: 2.544 -6.663 7.269
H: 1.697 -6.045 2.713
H: 0.521 2.337 -5.181
H: -0.411 1.138 -0.515
H: 1.708 3.911 -3.614
H: 2.625 -6.520 4.930
H: 0.203 -0.483 2.068
H: -0.491 5.878 -5.938
H: -2.282 1.854 0.837
H: 4.187 -6.296 6.664
H: -1.026 2.799 -5.896
H: -2.864 0.264 0.314
H: -1.057 -2.001 -2.053
H: -1.164 6.187 -4.330
H: -2.764 3.952 -1.088
H: 1.139 -0.814 4.370
H: -4.095 1.255 -1.542

These are the Mulliken partial charges, in e, on atoms 1 to 5: number 1, O, carries -0.42; number 2, O, carries -0.35; number 3, O, carries -0.67; number 4, O, carries -0.65; number 5, N, carries -0.59